This record from the OMol25 dataset describes 8 unconnected molecules or ions with the total composition C40H52F4O8 in a non-equilibrium geometry. The level of theory is ωB97M-V/def2-TZVPD.

Summary:
Total energy   -69572.9928 eV
SMILES   CCOC(C)=O.CCOC(C)=O.CCOC(C)=O.CCOC(C)=O.Fc1ccccc1.Fc1ccccc1.Fc1ccccc1.Fc1ccccc1
ΔE to the lowest compared entry with this formula, charge and spin   0.0 kcal/mol
Frontier orbital gap   9.67 eV

```
! RIJCOSX wB97M-V def2-TZVPD def2/J DEFGRID3
* xyz 0 1
C 3.80108 3.01904 0.77947
C 5.23836 2.76815 0.22909
O 5.40841 3.20445 -1.12125
C 4.86982 2.30665 -1.93495
C 5.17749 2.68257 -3.34566
O 4.36305 1.29434 -1.56649
H 3.43485 4.04494 0.74837
H 3.85046 2.62621 1.79230
H 3.07267 2.44556 0.21948
H 5.91481 3.36097 0.85015
H 5.63488 1.71476 0.26169
H 5.30836 3.76033 -3.38647
H 4.34766 2.29207 -3.95777
H 6.09943 2.12862 -3.53415
C -3.81544 -1.36603 -2.79556
C -5.18241 -1.37860 -2.21946
O -5.81521 -0.20840 -2.85508
C -7.12929 0.07857 -2.68065
C -7.49957 1.36764 -3.33757
O -7.88627 -0.73641 -2.20190
H -3.53023 -0.33257 -2.86129
H -3.96667 -1.65866 -3.81512
H -2.95140 -1.84406 -2.32163
H -5.74094 -2.23475 -2.58938
H -5.20524 -1.24362 -1.13476
H -6.79866 1.62276 -4.11095
H -7.53469 2.16720 -2.56428
H -8.52903 1.29296 -3.70669
C 2.94753 -0.84307 0.36591
C 1.65664 -0.15288 0.06291
O 0.66439 -1.16732 -0.09406
C -0.64347 -0.91282 -0.13720
C -1.13467 0.50003 -0.25043
O -1.43572 -1.79735 -0.14149
H 3.10648 -1.45318 -0.52687
H 2.78573 -1.37716 1.30062
H 3.68673 -0.07992 0.50980
H 1.36751 0.53922 0.87440
H 1.66389 0.39835 -0.90887
H -1.50375 0.72000 -1.26725
H -0.38069 1.27209 -0.04694
H -1.99749 0.63157 0.40104
C -5.72109 -2.43123 1.49670
C -4.27215 -2.47225 1.81291
O -4.10977 -1.45001 2.82092
C -2.88237 -1.47341 3.39555
C -2.81804 -0.34124 4.36346
O -1.97353 -2.18866 3.04757
H -6.09667 -3.14524 0.70615
H -6.12680 -1.47596 1.26556
H -6.25438 -2.72465 2.48706
H -3.99170 -3.44741 2.24815
H -3.63487 -2.21184 0.95546
H -3.54273 -0.68160 5.13690
H -3.34132 0.53092 3.93122
H -1.83150 -0.20833 4.80125
F 2.01372 -4.06731 -0.32405
C 2.26235 -4.24396 1.00928
C 1.31724 -3.80640 1.89221
C 1.61188 -3.97382 3.21664
C 2.82870 -4.51937 3.57856
C 3.78955 -4.84576 2.65828
C 3.53888 -4.69603 1.30067
H 0.43151 -3.38380 1.52433
H 0.89208 -3.60056 3.98345
H 3.08786 -4.76964 4.59092
H 4.72458 -5.29207 3.00160
H 4.15639 -5.08477 0.46332
F 2.52097 0.90556 -4.95388
C 1.72903 -0.08329 -4.42264
C 0.38773 -0.00340 -4.71189
C -0.45062 -0.99158 -4.12726
C 0.15050 -1.95565 -3.31067
C 1.50149 -1.96374 -3.07535
C 2.32931 -0.98384 -3.59269
H 0.06197 0.72081 -5.45841
H -1.52530 -0.93965 -4.23864
H -0.44390 -2.78191 -2.94907
H 1.92495 -2.82298 -2.59298
H 3.39950 -0.97768 -3.45819
F -2.58074 3.30260 -1.77385
C -1.25473 3.54053 -1.83553
C -0.56273 2.89330 -2.88515
C 0.83678 3.00500 -2.87559
C 1.47711 3.73490 -1.89413
C 0.76677 4.34939 -0.89824
C -0.62639 4.29498 -0.83572
H -1.15566 2.47583 -3.69372
H 1.39949 2.53846 -3.68110
H 2.56397 3.84125 -1.89479
H 1.27412 4.86793 -0.08010
H -1.24003 4.63218 0.02499
F -0.00274 1.94188 2.60110
C 0.76774 1.57697 3.68803
C 0.84664 2.47663 4.69316
C 1.64800 2.16387 5.80036
C 2.31756 0.92014 5.86047
C 2.11703 -0.00427 4.79834
C 1.36034 0.34000 3.69750
H 0.39652 3.46315 4.53780
H 1.73102 2.80293 6.66293
H 2.88605 0.59679 6.72586
H 2.54538 -0.95166 4.86145
H 1.12564 -0.37327 2.94247
*
```